# 1
Formula: C5H11N2
Source: OMol25
Level of theory: wB97M-V/def2-TZVPD

```
18
Properties=species:S:1:pos:R:3:forces:R:3:mulliken_charge:R:1
H -0.7705 1.5917 2.7268 -0.02 -0.30 -1.43 0.2534
N -0.6393 0.9053 1.9395 -1.02 1.90 3.28 -0.5099
C -0.3142 1.2979 0.8076 2.44 -1.10 -1.12 -0.2793
C 0.0933 0.1205 -0.0619 -0.24 -0.90 -2.87 1.2364
C 1.4465 0.3434 -0.8419 -0.79 -1.39 0.73 -1.5285
C -1.0317 -0.0786 -1.1447 -0.39 -0.14 2.32 -1.6619
C 0.0672 -1.2675 0.4806 2.39 1.68 -1.42 -0.2596
N -0.3108 -1.5707 1.6273 -0.67 -2.16 3.64 -0.1522
H 0.0293 2.2733 0.3649 -0.96 -0.41 0.82 0.3592
H 1.6277 1.2970 -1.2837 -0.25 1.23 0.48 0.4408
H 1.4381 -0.2520 -1.7704 0.32 -0.55 0.77 0.3816
H 2.2014 0.0846 -0.0921 0.52 0.11 -0.83 0.4152
H -0.8755 -0.7295 -1.9548 0.35 -1.63 -0.49 0.4276
H -0.9147 0.8232 -1.5958 -0.73 3.04 -1.56 0.4937
H -1.9830 -0.1831 -0.6114 -0.01 -0.01 -0.66 0.4345
H 0.5600 -2.0583 -0.1441 -0.91 0.69 0.45 0.3982
H -0.5721 -0.9958 2.4422 -0.09 1.03 -1.54 0.2496
H -0.2186 -2.5012 1.9830 0.07 -1.10 -0.56 0.3012
```
Positions in Å, forces in eV/Å.

Its HOMO energy is -14.47 eV. For the total energy, the calculation gives -8335.122 eV. The total charge is +1. The calculation puts the energy above the lowest of the compared OMol25 structures with the same formula, charge and spin at 192.7 kJ/mol. Its strongest force on any atom is 4.3 eV/Å. The structure (SMILES) is [H]/N=C/C(C)(C)C=[NH2+].

=====

# 2
Formula: C3H7N2
Source: OMol25
Level of theory: wB97M-V/def2-TZVPD

```
12
Properties=species:S:1:pos:R:3:forces:R:3:mulliken_charge:R:1
C -0.7640 1.0023 0.5283 2.20 0.13 -1.01 0.2215
C -1.9587 0.8689 1.1940 -3.06 0.01 0.65 -0.6745
C 1.8991 -0.2780 -0.8393 1.66 0.77 0.05 -0.6090
N -0.3638 -0.8544 -0.4486 -3.06 0.74 1.35 -0.5189
N 0.6879 -1.0768 -0.9492 1.48 0.74 -0.37 0.3434
H -1.7856 0.6262 2.3316 -0.21 -0.06 -1.91 0.3625
H -2.5273 1.9003 1.2288 1.43 -1.42 -0.11 0.3435
H -2.6516 0.1864 0.5847 0.72 0.22 1.29 0.3216
H 1.6176 0.8087 -0.7204 0.55 -1.30 -0.39 0.2822
H 2.2765 -0.6673 0.1139 0.46 0.49 -0.06 0.3427
H 2.7002 -0.5510 -1.6348 -1.79 0.70 1.13 0.2781
H 0.8696 -1.9655 -1.3889 -0.38 -1.02 -0.61 0.3070
```
Positions in Å, forces in eV/Å.

Its HOMO energy (spin up / spin down) is -13.81 / -13.81 eV. For the total energy, the calculation gives -6190.194 eV. The total charge is +1. The calculation puts the energy above the lowest of the compared OMol25 structures with the same formula, charge and spin at 706.0 kJ/mol. Its strongest force on any atom is 3.4 eV/Å.

=====

# 3
Formula: C2H4NO2
Source: OMol25
Level of theory: wB97M-V/def2-TZVPD

```
9
Properties=species:S:1:pos:R:3:forces:R:3:mulliken_charge:R:1
O -1.7961 1.2216 1.8607 -1.77 1.31 2.81 -0.1868
C -1.1141 0.7067 1.1230 -0.05 0.05 -2.66 0.3819
N 0.2979 0.4959 0.8041 2.55 -0.46 2.15 -0.1900
C -0.8433 0.0923 -0.1606 1.49 -2.01 -1.84 0.1147
O -0.4174 0.4576 -1.4011 -2.02 1.94 -1.25 -0.4734
H 0.6477 1.4420 0.6257 0.00 -0.02 -0.60 0.3178
H 1.1077 -0.0119 1.2563 -1.45 -0.17 -0.43 0.3336
H -1.0922 -0.9949 -0.1867 0.50 0.60 0.64 0.3182
H -0.9555 1.1442 -1.9133 0.75 -1.23 1.18 0.3839
```
Positions in Å, forces in eV/Å.

Its HOMO energy is -16.69 eV. For the total energy, the calculation gives -7713.403 eV. The total charge is +1. The calculation puts the energy above the lowest of the compared OMol25 structures with the same formula, charge and spin at 246.3 kJ/mol. Its strongest force on any atom is 3.6 eV/Å. The structure (SMILES) is O=C1[NH2+][C@@H]1O.

=====

# 4
Formula: C26H24N4O6STa
Source: OMol25
Level of theory: wB97M-V/def2-TZVPD

```
62
Properties=species:S:1:pos:R:3:forces:R:3:mulliken_charge:R:1
Ta -0.0501 -0.0886 0.3041 -0.51 2.49 3.57 1.2735
C 1.8722 -2.0842 0.4070 -0.94 -0.23 -0.97 -0.4227
C 2.5904 -0.8965 0.5814 0.08 1.30 -0.64 -0.5631
C 2.2467 -0.3659 1.8298 0.20 1.26 -0.68 -0.8756
C 1.3220 -1.2275 2.4309 -1.41 -0.40 0.23 -0.6329
C 1.0897 -2.2886 1.5488 -0.18 -0.33 0.15 -0.6612
H 1.9240 -2.7363 -0.4496 0.09 -0.15 -0.05 0.6720
H 3.2906 -0.4691 -0.1197 0.05 -0.04 0.27 0.7003
H 2.6460 0.5368 2.2635 0.01 -0.11 0.00 0.5239
H 0.8741 -1.0996 3.4036 0.16 -0.09 -0.13 0.5165
H 0.4303 -3.1244 1.7202 0.14 -0.02 0.09 0.6028
N -2.1711 -6.1882 -1.8819 0.16 0.42 0.16 -0.3376
C -1.4762 -5.0131 -1.8144 0.25 -1.14 -1.24 0.3286
O -0.6276 -4.7553 -2.6599 -0.25 0.36 0.56 -0.6050
C -1.7717 -4.0716 -0.7074 -0.22 0.67 0.85 -0.1399
C -2.7232 -4.2975 0.2903 0.04 0.43 0.26 -0.3844
C -2.9166 -3.3380 1.2854 0.32 -0.18 -0.42 -1.2208
C -2.1519 -2.1831 1.2507 0.05 0.46 0.06 -0.2583
N -1.2248 -1.9305 0.3041 -1.28 -2.09 -0.97 0.2809
C -1.0557 -2.8795 -0.6527 -0.45 -0.27 0.59 0.4351
H -1.9424 -6.8057 -2.6511 -0.03 0.20 0.19 0.2598
H -2.8840 -6.4872 -1.2366 0.16 0.15 -0.10 0.1320
H -3.3225 -5.1994 0.3202 0.05 0.05 -0.04 0.3387
H -3.6486 -3.4879 2.0719 0.15 0.11 -0.12 0.4506
H -2.2681 -1.4090 2.0042 -0.12 -0.12 -0.09 0.4783
H -0.3000 -2.6402 -1.3979 -0.50 -1.41 0.61 0.8147
O -0.8507 3.2948 -0.0570 0.57 -0.98 0.40 -0.6206
C -0.4336 2.9658 1.0454 -1.70 3.22 -2.80 0.1485
N -0.0501 1.7532 1.4787 0.77 -3.69 -1.50 0.1618
C 0.3334 1.8717 2.7609 1.23 -0.66 3.64 0.0916
O 0.7505 1.0108 3.5242 -0.57 0.39 -0.50 -0.6652
C 0.1913 3.2532 3.1948 -0.11 1.09 0.31 0.1591
C 0.4503 3.8700 4.4030 0.00 0.22 0.16 -0.3474
C 0.1988 5.2438 4.4879 -0.11 -0.11 -0.44 -0.5565
C -0.2989 5.9537 3.3747 0.13 -0.46 0.09 -0.5004
C -0.5504 5.2974 2.1648 0.00 0.23 0.12 -0.5402
C -0.2915 3.9418 2.1151 0.08 0.72 0.84 0.3672
H 0.8322 3.2958 5.2384 -0.02 0.11 0.02 0.4988
H 0.3890 5.7677 5.4205 -0.04 -0.06 -0.17 0.4083
H -0.4892 7.0203 3.4564 0.04 -0.18 0.02 0.4195
H -0.9323 5.8128 1.2919 0.01 0.05 0.10 0.5162
C -0.0508 -1.4227 -3.8794 0.96 -2.22 -1.43 -1.1872
S -0.0501 -0.8648 -2.1301 -2.03 2.41 -4.75 1.1155
O -1.5553 -0.5618 -2.1955 1.99 0.81 1.64 -0.5891
C 1.1377 0.4283 -2.5074 0.54 1.57 -0.42 0.0393
C 0.6925 1.6936 -2.9154 0.48 0.13 -0.42 -0.4325
C 1.6188 2.6943 -3.2271 -0.06 -0.70 0.16 -0.6760
C 2.9893 2.4325 -3.1305 -0.16 -0.50 0.20 -0.5003
C 3.4340 1.1698 -2.7245 -0.52 0.32 -0.16 -0.8779
C 2.5093 0.1675 -2.4132 -0.41 -0.01 -0.12 -0.5089
H 0.2132 -0.6144 -4.5924 0.28 -0.19 1.07 0.4157
H -1.0661 -1.7516 -4.1869 0.44 0.10 1.08 0.3978
H 0.6233 -2.2994 -3.9787 -0.20 0.61 -0.23 0.3639
H -0.3672 1.9013 -2.9984 -0.05 -0.04 0.13 0.3487
H 1.2743 3.6702 -3.5459 -0.04 -0.08 0.05 0.4538
H 3.7059 3.2068 -3.3727 -0.01 -0.04 0.03 0.4295
H 4.4948 0.9661 -2.6538 -0.05 -0.04 0.00 0.4642
H 2.8578 -0.8099 -2.1052 0.03 -0.04 -0.11 0.9060
O -4.2540 0.7369 0.3379 6.66 3.44 -0.20 -0.3595
N -3.0945 1.3970 0.2703 -5.38 -3.87 0.19 -0.0208
O -2.0601 0.5523 0.3041 0.80 -0.99 0.34 -0.2519
H -0.0501 1.4830 -0.6982 0.42 -1.86 0.53 0.2230
```
Positions in Å, forces in eV/Å.

Its HOMO energy is -11.53 eV. For the total energy, the calculation gives -57970.572 eV. The total charge is +1. The calculation puts the energy above the lowest of the compared OMol25 structures with the same formula, charge and spin at 0.0 kJ/mol. Its strongest force on any atom is 7.5 eV/Å.